[1]
ORCA calculation (ωB97M-V with the def2-TZVPD basis set) on a cluster of 5 separate species, C5H20NO5S in total in a non-equilibrium geometry.

As for the total charge: -1. The energy above the lowest of the compared OMol25 structures with the same formula, charge and spin is 4.6443 eV. For the lowest unoccupied orbital energy, the calculation gives 2.8 eV. Its molar mass is 206.3 Da.

Each line ends with the Löwdin charge.
Geometry (Å):
C 0.512 -2.320 -1.876  -0.199
O -0.783 -2.561 -1.156  -0.155
C 0.972 -0.807 -1.714  -0.352
C -0.312 0.123 -2.339  -0.281
C -0.417 1.287 -1.445  -0.482
S 0.918 2.475 -2.082  0.708
C 1.672 3.170 -0.416  -0.357
N 1.438 -0.494 -0.368  -0.019
H 1.211 -3.223 -1.619  0.125
H 0.223 -2.454 -3.018  0.123
H 1.805 -0.330 -2.305  0.111
H -0.248 0.236 -3.437  0.088
H -1.099 -0.674 -2.512  0.098
H -0.139 0.960 -0.385  0.062
H -1.246 2.076 -1.588  0.075
H 1.396 4.244 -0.377  0.006
H 1.195 2.523 0.385  0.020
H 2.798 3.053 -0.292  0.032
H 2.446 -0.233 -0.178  0.099
H 0.813 -0.907 0.400  0.050
H 0.574 -2.993 2.159  -0.040
H -0.530 -2.661 -0.173  0.078
O -0.220 -3.404 2.390  -0.133
H -3.078 -0.323 2.020  0.027
H -3.159 1.147 2.477  0.008
O -3.691 0.350 2.412  -0.101
H -0.013 1.445 3.997  -0.012
H -0.151 2.038 2.603  0.023
O -0.332 2.177 3.547  -0.048
H -0.891 -0.296 1.066  -0.247
H -1.024 -2.795 2.146  0.058
O -0.639 -0.830 1.679  -0.364

---

[2]
ORCA calculation (ωB97M-V with the def2-TZVPD basis set) on the molecule C4H4Cl4 in a non-equilibrium geometry.

The SMILES is CC(=C(Cl)Cl)C(Cl)Cl. As for the total charge: 0. The energy above the lowest of the compared OMol25 structures with the same formula, charge and spin is 0.6230 eV. For the lowest unoccupied orbital energy, the calculation gives 0.6 eV. Its molar mass is 193.9 Da.

Each line ends with the Löwdin charge.
Geometry (Å):
C 1.304 -0.359 -0.442  -0.135
C 0.011 0.030 0.249  -0.401
C 0.085 0.745 1.400  -1.162
Cl -1.292 1.130 2.335  0.659
Cl 1.535 1.200 2.145  0.692
C -1.424 -0.252 -0.554  -1.088
Cl -1.407 0.766 -1.992  0.566
Cl -1.669 -1.877 -1.163  0.580
H 1.251 -0.513 -1.541  0.070
H 1.765 -1.392 -0.161  0.119
H 2.127 0.312 -0.358  0.038
H -2.286 0.209 0.084  0.062

---

[3]
ORCA calculation (ωB97M-V with the def2-TZVPD basis set) on a cluster of 2 separate species, C6H12BrF3O8P3 in total in a non-equilibrium geometry.

As for the total charge: -1. For the lowest unoccupied orbital energy, the calculation gives 1.5 eV. Its molar mass is 442.0 Da.

Each line ends with the Löwdin charge.
Geometry (Å):
O -1.115 0.240 -0.418  0.071
C -0.828 1.351 -0.753  -0.745
O -1.731 2.274 -1.171  -0.181
C -2.814 2.421 -0.229  -0.388
P -3.864 3.948 -0.380  0.533
O -5.064 3.328 -1.319  -0.412
Br -2.760 5.117 -1.894  0.361
P 0.980 1.762 -0.692  0.948
P 0.929 3.924 -0.793  0.221
O 0.473 4.371 -2.117  -0.354
O 2.415 4.366 -0.394  -0.185
O 0.006 4.491 0.405  -0.197
H -2.424 2.357 0.794  0.091
H -3.529 1.601 -0.363  0.092
H -4.817 3.340 -2.257  0.030
H 1.185 1.535 0.678  -0.048
H 2.550 5.312 -0.571  0.089
H 0.512 4.893 1.123  0.077
C -0.224 -3.011 0.183  -0.093
C 1.165 -2.839 -0.423  -0.304
O 2.241 -2.908 0.476  -0.133
C 2.736 -4.261 0.828  -0.550
O 2.864 -5.091 -0.149  -0.158
C 1.860 -4.854 1.979  -0.544
F 1.428 -3.935 2.894  0.079
F 2.601 -5.741 2.693  0.087
F 0.762 -5.529 1.587  0.101
H -0.294 -2.469 1.127  0.070
H -0.977 -2.612 -0.503  0.055
H -0.468 -4.055 0.370  0.056
H 1.219 -1.825 -0.841  0.089
H 1.318 -3.536 -1.255  0.106
H 3.663 -3.968 1.388  0.132

---

[4]
ORCA calculation (ωB97M-V with the def2-TZVPD basis set) on the molecule C19H24BrNO2.

The SMILES is CCOCCCNCc1cc(Br)ccc1OCc1ccccc1. As for the total charge: 0. The energy above the lowest of the compared OMol25 structures with the same formula, charge and spin is 0.0000 eV. For the lowest unoccupied orbital energy, the calculation gives 0.7 eV. Its molar mass is 378.3 Da.

Each line ends with the Löwdin charge.
Geometry (Å):
C -3.255 0.225 1.184  -0.056
C -1.772 0.215 1.514  -0.279
O -1.229 1.474 1.197  -0.142
C 0.140 1.578 1.505  -0.236
C 0.659 2.939 1.049  -0.145
C 0.601 3.083 -0.469  -0.229
N 1.651 2.315 -1.129  -0.045
C 1.289 1.832 -2.452  -0.164
C 0.147 0.845 -2.406  -0.137
C -1.136 1.226 -2.757  -0.085
C -2.192 0.345 -2.598  -0.682
Br -3.954 0.895 -3.078  0.719
C -1.991 -0.919 -2.085  -0.129
C -0.711 -1.311 -1.732  -0.009
C 0.363 -0.443 -1.884  -0.209
O 1.655 -0.742 -1.568  -0.045
C 1.985 -2.041 -1.107  -0.131
C 1.618 -2.247 0.343  -0.208
C 0.778 -3.274 0.749  -0.053
C 0.430 -3.408 2.082  -0.077
C 0.920 -2.518 3.022  -0.085
C 1.774 -1.502 2.628  -0.082
C 2.123 -1.369 1.296  -0.050
H -3.690 -0.746 1.400  0.077
H -3.760 0.985 1.774  0.077
H -3.398 0.456 0.133  0.048
H -1.253 -0.572 0.940  0.107
H -1.617 -0.001 2.584  0.120
H 0.689 0.761 1.009  0.093
H 0.291 1.458 2.591  0.126
H 0.035 3.710 1.502  0.116
H 1.685 3.068 1.396  0.116
H -0.404 2.777 -0.790  0.105
H 0.742 4.134 -0.747  0.116
H 1.907 1.515 -0.560  0.083
H 2.174 1.354 -2.878  0.121
H 1.019 2.694 -3.067  0.123
H -1.309 2.212 -3.161  0.112
H -2.819 -1.598 -1.954  0.107
H -0.572 -2.298 -1.322  0.095
H 3.073 -2.092 -1.222  0.139
H 1.532 -2.809 -1.745  0.130
H 0.399 -3.982 0.024  0.113
H -0.228 -4.209 2.386  0.104
H 0.643 -2.620 4.060  0.103
H 2.171 -0.812 3.357  0.107
H 2.797 -0.583 0.984  0.120

---

[5]
ORCA calculation (ωB97M-V with the def2-TZVPD basis set) on a cluster of 12 separate species, C20H64N2O12 in total in a non-equilibrium geometry.

The SMILES is NC(N)=O.CCO.CCO.CCO.CCO.CCO.CCO.CCO.CCO.CO.CO.CO. As for the total charge: 0. The energy above the lowest of the compared OMol25 structures with the same formula, charge and spin is 1.1374 eV. For the lowest unoccupied orbital energy, the calculation gives 0.3 eV. Its molar mass is 524.7 Da.

Each line ends with the Löwdin charge.
Geometry (Å):
N 1.013 -1.637 4.903  0.173
C 1.254 -1.076 3.729  -0.625
N 0.162 -0.987 3.029  0.106
O 2.494 -0.687 3.297  -0.066
H 1.780 -1.656 5.510  0.093
H 0.087 -1.991 5.277  0.159
H 0.197 -0.445 2.135  0.098
H -0.805 -1.305 3.308  0.173
C -0.846 -2.838 0.041  -0.068
C 0.656 -3.010 0.264  -0.347
O 0.888 -3.335 1.587  -0.083
H -1.286 -2.226 0.849  0.059
H -1.389 -3.805 0.275  0.097
H -1.166 -2.646 -0.993  0.053
H 1.316 -2.278 0.014  0.055
H 1.045 -3.883 -0.205  0.098
H 0.750 -2.437 2.054  0.061
C -3.360 2.201 -1.974  -0.040
C -3.594 0.645 -1.669  -0.274
O -2.786 -0.252 -2.405  -0.103
H -3.489 2.436 -3.030  0.070
H -2.306 2.350 -1.823  0.031
H -3.926 2.800 -1.293  0.064
H -4.636 0.404 -1.976  0.118
H -3.496 0.402 -0.597  0.074
H -3.066 -0.209 -3.313  0.087
C 0.077 1.445 -3.712  -0.072
C 0.988 1.189 -4.896  -0.296
O 2.139 0.603 -4.365  -0.065
H 0.005 0.668 -2.971  0.035
H -0.975 1.580 -4.124  0.102
H 0.260 2.361 -3.162  0.079
H 1.185 2.157 -5.405  0.128
H 0.523 0.734 -5.639  0.064
H 2.606 0.283 -5.161  0.123
C 0.155 -3.729 -2.981  -0.067
C 0.179 -2.183 -3.086  -0.362
O -0.818 -1.709 -3.886  -0.033
H 1.044 -4.156 -2.507  0.068
H 0.275 -4.045 -4.031  0.076
H -0.785 -4.177 -2.560  0.089
H 1.058 -2.029 -3.619  0.085
H 0.267 -1.734 -2.154  0.069
H -1.456 -1.298 -3.323  0.025
C 3.838 -0.782 -0.097  -0.058
C 3.404 -0.441 -1.542  -0.277
O 2.320 0.451 -1.506  -0.115
H 4.509 -0.013 0.350  0.080
H 4.412 -1.668 0.137  0.081
H 2.908 -0.632 0.535  0.070
H 3.005 -1.427 -1.868  0.117
H 4.358 -0.142 -2.079  0.126
H 2.102 0.546 -2.428  0.045
C -4.110 -2.277 0.416  -0.090
C -5.447 -2.604 1.077  -0.262
O -5.269 -3.363 2.340  -0.082
H -4.330 -2.034 -0.633  0.083
H -3.608 -3.204 0.423  0.055
H -3.582 -1.456 0.784  0.023
H -6.152 -3.197 0.370  0.139
H -5.813 -1.601 1.338  0.088
H -6.089 -3.400 2.782  0.042
C -0.511 2.308 0.433  -0.038
C -0.651 0.788 0.082  -0.221
O 0.576 0.122 0.495  -0.143
H 0.195 2.767 -0.254  0.075
H -0.218 2.551 1.441  0.068
H -1.370 2.854 0.260  0.028
H -0.783 0.674 -1.020  0.092
H -1.449 0.299 0.588  0.077
H 1.285 0.384 -0.140  0.046
C 3.234 2.429 3.102  -0.066
C 3.362 2.515 1.593  -0.311
O 4.696 2.779 1.159  -0.100
H 3.307 3.453 3.422  0.072
H 3.951 1.937 3.678  0.056
H 2.261 1.963 3.325  0.040
H 2.712 3.287 1.190  0.101
H 3.037 1.668 0.971  0.076
H 4.700 2.744 0.195  0.025
C 4.754 2.692 -2.495  -0.121
O 3.858 2.642 -1.379  -0.160
H 4.166 2.788 -3.387  0.062
H 5.485 1.763 -2.448  0.117
H 5.323 3.608 -2.408  0.074
H 3.303 1.838 -1.463  0.031
C -3.887 1.026 2.419  -0.190
O -3.972 -0.246 2.893  -0.136
H -4.077 1.139 1.367  0.055
H -2.856 1.294 2.614  0.070
H -4.605 1.616 2.926  0.078
H -4.942 -0.531 3.062  0.129
C 0.207 2.166 4.825  -0.194
O -0.820 1.477 4.185  -0.123
H 0.940 1.543 5.345  0.085
H -0.175 2.845 5.602  0.084
H 0.743 2.893 4.254  0.048
H -0.417 0.704 3.713  0.038

---

[6]
ORCA calculation (ωB97M-V with the def2-TZVPD basis set) on a cluster of 2 separate species, C3H6ClO3PS in total in a non-equilibrium geometry.

As for the total charge: 0. Its spin multiplicity is 3. For the lowest unoccupied orbital energy (alpha / beta), the calculation gives 0.4 / -2.4 eV. Its molar mass is 188.6 Da.

Each line ends with the Löwdin spin population.
Geometry (Å):
C -0.462 0.696 -0.033  0.000
C 1.443 1.386 -1.247  -0.001
C 1.528 -2.250 1.207  0.766
O 0.028 0.403 1.033  0.010
O 0.034 1.309 -1.104  -0.001
O 1.641 -1.570 0.214  0.948
P -2.286 0.467 -0.524  0.000
S -3.439 1.156 1.093  0.000
Cl -2.270 -1.581 -0.405  0.000
H 1.614 2.014 -2.163  0.000
H 2.037 0.418 -1.493  -0.001
H 1.886 1.868 -0.413  0.000
H -4.608 1.086 0.476  0.000
H 2.343 -2.516 1.858  0.127
H 0.513 -2.886 1.500  0.151

---

[7]
ORCA calculation (ωB97M-V with the def2-TZVPD basis set) on a cluster of 9 separate species, C23H25Cl4F7O21 in total in a non-equilibrium geometry.

The SMILES is O=C1OC[C@@H](F)O1.O=C1OC[C@@H](F)O1.O=C1OC[C@@H](F)O1.O=C1OC[C@@H](F)O1.O=C1OC[C@@H](F)O1.O=C1OC[C@@H](F)O1.O=C1OC[C@@H](F)O1.ClCCl.ClCCl. As for the total charge: 0. The energy above the lowest of the compared OMol25 structures with the same formula, charge and spin is 5.9309 eV. For the lowest unoccupied orbital energy, the calculation gives 0.1 eV. Its molar mass is 912.2 Da.

Each line ends with the Löwdin charge.
Geometry (Å):
O -16.159 -11.720 -20.250  0.114
C -16.620 -12.887 -20.282  -0.492
O -17.337 -13.340 -21.330  0.078
C -17.196 -14.715 -21.403  -0.091
C -17.054 -15.038 -19.989  -0.372
F -16.308 -16.130 -19.965  0.100
O -16.320 -13.950 -19.559  0.165
H -18.196 -15.057 -21.670  0.152
H -16.362 -15.120 -21.977  0.161
H -17.876 -15.193 -19.289  0.186
O -9.230 -2.333 -13.806  0.113
C -9.920 -1.739 -14.669  -0.540
O -11.192 -2.118 -15.048  0.073
C -11.694 -1.127 -15.936  -0.068
C -10.734 -0.021 -15.697  -0.360
F -11.314 0.747 -14.803  0.133
O -9.597 -0.657 -15.233  0.187
H -11.801 -1.586 -16.919  0.141
H -12.706 -0.848 -15.642  0.144
H -10.379 0.460 -16.609  0.177
O -18.052 -4.312 -13.189  0.111
C -17.856 -5.463 -13.627  -0.535
O -16.640 -5.826 -14.081  0.087
C -16.841 -7.064 -14.677  -0.113
C -17.981 -7.691 -13.997  -0.291
F -17.789 -8.341 -12.849  0.110
O -18.703 -6.464 -13.730  0.151
H -17.013 -6.844 -15.731  0.152
H -15.927 -7.652 -14.592  0.153
H -18.519 -8.383 -14.645  0.175
O -22.966 -13.898 -16.489  0.139
C -23.447 -14.241 -17.572  -0.500
O -23.295 -13.743 -18.800  0.098
C -24.322 -14.375 -19.593  -0.038
C -24.453 -15.763 -18.884  -0.321
F -23.400 -16.444 -19.410  0.052
O -24.172 -15.403 -17.609  0.124
H -25.289 -13.873 -19.633  0.135
H -23.957 -14.465 -20.616  0.137
H -25.341 -16.384 -19.005  0.174
O -14.536 0.599 -8.300  0.105
C -14.358 -0.643 -8.201  -0.507
O -13.181 -1.164 -8.237  0.126
C -13.220 -2.524 -7.977  -0.086
C -14.688 -2.887 -7.918  -0.263
F -14.809 -3.213 -6.592  0.029
O -15.323 -1.624 -8.116  0.139
H -12.815 -3.170 -8.756  0.138
H -12.739 -2.875 -7.064  0.146
H -14.977 -3.791 -8.454  0.173
O -9.492 -11.505 -15.810  0.138
C -8.943 -11.665 -16.898  -0.537
O -9.171 -12.788 -17.543  0.076
C -8.372 -12.791 -18.776  -0.009
C -7.244 -11.762 -18.446  -0.238
F -7.283 -10.834 -19.492  0.005
O -7.720 -11.179 -17.241  0.132
H -7.933 -13.774 -18.950  0.131
H -8.959 -12.490 -19.644  0.135
H -6.216 -12.106 -18.557  0.168
O -22.821 1.972 -11.383  0.072
C -21.941 2.415 -12.211  -0.498
O -22.170 2.323 -13.580  0.048
C -20.985 2.803 -14.308  -0.009
C -20.288 3.513 -13.146  -0.380
F -20.346 4.770 -13.366  0.138
O -20.902 3.111 -11.943  0.186
H -20.278 2.001 -14.520  0.130
H -21.211 3.371 -15.210  0.142
H -19.231 3.327 -12.956  0.171
Cl -20.223 -6.212 -22.272  0.434
C -19.217 -4.961 -21.364  -0.992
Cl -20.214 -4.228 -20.135  0.506
H -18.302 -5.329 -20.900  0.030
H -18.898 -4.172 -22.045  0.022
Cl -22.788 -5.669 -8.024  0.460
C -22.791 -3.897 -7.732  -0.998
Cl -22.125 -3.479 -6.133  0.490
H -22.311 -3.459 -8.607  0.032
H -23.853 -3.650 -7.713  0.016

---

[8]
ORCA calculation (ωB97M-V with the def2-TZVPD basis set) on a structure of composition CH5ClNO2P in a non-equilibrium geometry.

As for the total charge: 0. The energy above the lowest of the compared OMol25 structures with the same formula, charge and spin is 0.9623 eV. For the lowest unoccupied orbital energy, the calculation gives -1.1 eV. Its molar mass is 129.5 Da.

Each line ends with the Löwdin charge.
Geometry (Å):
C -1.390 0.268 1.020  -0.173
N 1.228 0.285 -1.748  -0.027
O 0.146 -1.889 -0.458  -0.238
O -0.580 0.602 -0.074  -0.321
P 0.514 -0.510 -0.477  0.521
Cl 1.970 0.054 1.873  -0.224
H -1.447 1.039 1.785  0.084
H -1.043 -0.726 1.398  0.064
H -2.495 0.000 0.570  0.144
H 1.257 1.285 -1.677  0.075
H 1.840 -0.410 -2.211  0.095